The following is a quantum chemistry calculation of a molecular structure, C12H19CoF4N4, from the OMol25 dataset.

Last column: natural (NBO) charge in e.
Geometry (Å):
F1 3.67469 -1.12777 -0.73953  -0.27
C1 3.03051 -3.36969 -0.97783  0.34
Co1 -0.85857 -0.22777 0.52341  1.50
C2 1.63590 0.79901 -0.64350  -0.28
H1 -2.17827 2.06095 2.59403  0.27
H2 2.29660 -5.38241 -1.14309  0.29
H3 -2.71584 3.48765 -2.60585  0.26
C3 0.40898 -2.68144 -0.49442  0.33
C4 1.38065 -1.64563 -0.52107  0.04
F2 4.28251 -3.71236 -1.18972  -0.25
H4 2.25540 1.11425 0.20433  0.24
C5 2.04166 -4.34492 -0.96562  -0.21
C6 -0.93661 2.34212 0.84248  -0.27
N1 -0.25824 -0.80842 2.54623  -0.75
N2 -0.73560 1.66692 -0.45900  -0.51
H5 0.67353 -2.48859 3.22710  0.38
F3 -0.23034 -4.91317 -0.69314  -0.26
C7 -1.82831 1.92770 -1.43345  -0.23
H6 -3.10743 2.29064 1.11495  0.27
H7 0.60246 -0.32520 2.78292  0.40
F4 -0.87875 -2.26460 -0.27438  -0.33
H8 -1.58696 1.39580 -2.35230  0.22
H9 -0.82307 -2.74099 2.59793  0.38
C8 0.71295 -3.99023 -0.71963  0.36
H10 2.31416 0.64620 -1.48276  0.25
C9 -2.05580 3.40907 -1.74428  -0.64
H11 -2.75527 1.49534 -1.04979  0.21
H12 -2.34678 0.73679 1.41386  0.12
H13 -0.99428 3.42610 0.71993  0.25
N3 0.03158 -2.21172 2.49460  -0.68
H14 1.00147 2.86689 -0.73776  0.23
N4 0.92446 -0.41118 -0.31614  -0.50
C10 2.72313 -2.03904 -0.76317  0.40
H15 -0.05575 2.14354 1.46206  0.21
H16 -0.90584 -0.59201 3.30394  0.39
C11 0.60914 1.89212 -1.03220  -0.24
H17 0.51177 1.89471 -2.11514  0.24
H18 -1.12062 3.91335 -1.99028  0.22
C12 -2.20929 1.83834 1.52925  -0.60
H19 -2.52993 3.92966 -0.91296  0.22

Its spin multiplicity is 5. The value obtained for the largest force on an atom is 0.99 eV/Å. Its net charge is +2. The energy is -67191.417 eV. The energy above the lowest of the compared OMol25 structures with the same formula, charge and spin is 3.32 kcal/mol. As for the expectation value of S²: 6.048. The orbital gap (spin up / spin down) comes out at 9.1 / 7.0 eV. The value obtained for the molar mass is 354.24 g/mol. Its LUMO energy (spin up / spin down) is -6.62 / -9.09 eV.

---

The following is a quantum chemistry calculation of 2 unconnected molecules or ions with the total composition C12H19N4 in a non-equilibrium geometry, from the OMol25 dataset.

Last column: natural (NBO) charge in e.
Geometry (Å):
C1 -0.80649 0.92902 -0.81250  -0.10
N1 -2.25393 -0.77168 -1.27309  -0.49
H1 3.36993 -0.69299 1.57498  0.22
H2 -3.48544 0.08238 1.06373  0.25
H3 -0.50870 3.23159 1.63694  0.26
C2 -0.93322 2.38372 1.11856  -0.22
H4 3.66349 1.30078 -0.63568  0.25
H5 -1.70644 -1.14529 -3.27126  0.26
H6 1.58642 0.49186 -2.62360  0.25
C3 -2.05437 1.71042 1.55019  -0.09
H7 1.25984 -1.03456 -0.51844  0.42
C4 0.61236 0.78301 -3.01259  -0.68
H8 0.47638 0.22905 -3.94231  0.26
H9 -0.46384 -3.14074 1.81480  0.44
H10 0.56577 1.86426 -3.17832  0.27
N2 -0.06253 -2.47759 1.19088  -0.77
H11 0.51575 2.56741 -0.46243  0.24
C5 1.07163 -1.80596 1.36262  0.69
N3 1.70164 -1.18895 0.38044  -0.54
H12 2.06018 -0.97553 2.98939  0.42
H13 2.06479 1.24635 -0.35965  0.19
H14 3.05849 1.50404 1.07071  0.23
C6 3.04459 -0.56968 0.56078  -0.22
C7 -1.91923 0.21698 -0.31239  0.12
C8 -1.51336 -0.55800 -2.38666  0.13
C9 -2.59185 0.63366 0.78934  -0.18
H15 3.68256 -0.99578 -0.20858  0.24
C10 -0.52518 0.45013 -2.12813  0.09
C11 2.99357 0.94151 0.14382  -0.64
H16 -2.57941 2.02700 2.44151  0.26
C12 -0.34572 2.02656 -0.09518  -0.09
H17 -0.59489 -2.41992 0.33050  0.41
N4 1.51897 -1.73467 2.63511  -0.76
H18 0.90128 -2.08349 3.35213  0.42
H19 -3.24555 -0.98624 -1.34887  0.45

Its spin multiplicity is 2. The value obtained for the largest force on an atom is 3.08 eV/Å. Its net charge is +2. The energy is -18696.751 eV. The energy above the lowest of the compared OMol25 structures with the same formula, charge and spin is 8.13 kcal/mol. As for the expectation value of S²: 0.773. The orbital gap (spin up / spin down) comes out at 9.2 / 6.6 eV. The value obtained for the molar mass is 219.31 g/mol. Its LUMO energy (spin up / spin down) is -6.85 / -10.07 eV.